# 1
C3H11N5O | ωB97M-V/def2-TZVPD

Summary:
**Energy relative to the best compared isomer or geometry (same formula, charge and spin)**: 6.352 eV
**Kohn-Sham gap**: 0.331 Eh
**E_HOMO**: -8.089 eV
**Multiplicity**: 1

Structure (XYZ):
```
20
C3H11N5O ωB97M-V/def2-TZVPD
C 1.106 -1.453 0.259
C 1.409 0.716 1.275
N 0.668 -0.066 0.307
C 0.026 0.612 -1.503
O 0.246 1.829 -1.458
H 0.312 -0.021 -2.361
H 0.771 -2.012 1.140
H 0.756 -1.944 -0.651
H 1.052 0.495 2.291
H 1.278 1.773 1.028
H 2.483 0.493 1.256
H 2.200 -1.526 0.207
N -1.687 -1.215 -1.430
N -1.475 1.352 0.815
N -1.257 0.039 -0.960
N -1.106 0.113 0.431
H -2.699 -1.159 -1.503
H -1.506 -1.916 -0.711
H -1.642 2.027 0.064
H -0.933 1.864 1.504
```

# 2
C3H11N7O3S | ωB97M-V/def2-TZVPD

Summary:
**SMILES string**: NC(N)=[NH+]/C(N)=N/S(=O)(=O)/[NH+]=C(/N)O
**Kohn-Sham gap**: 0.374 Eh
**Charge**: +2
**E_HOMO**: -17.544 eV
**Multiplicity**: 1

Structure (XYZ):
```
25
C3H11N7O3S ωB97M-V/def2-TZVPD
N 3.986 -0.308 0.402
C 2.653 -0.105 0.504
N 2.119 -0.133 1.699
N 2.114 0.738 -0.457
C 0.816 1.174 -0.462
N 0.458 2.127 -1.269
N -0.118 0.469 0.336
S -1.643 0.951 0.645
O -1.742 1.050 2.031
O -2.258 1.896 -0.264
N -2.405 -0.574 0.166
C -3.691 -0.597 -0.177
N -4.387 -1.724 -0.305
O -4.300 0.483 -0.440
H 4.564 -0.658 1.085
H 4.559 0.145 -0.299
H 2.529 -0.768 2.441
H 1.154 0.018 1.536
H 2.763 0.999 -1.214
H -0.491 2.610 -1.332
H 1.122 2.551 -1.854
H -1.656 -1.331 0.271
H -4.039 -2.670 -0.231
H -5.365 -1.477 -0.382
H -3.763 1.330 -0.486
```